Entry from the Open Molecules 2025 dataset: C5H5Br in the gas phase at a distorted geometry (ωB97M-V/def2-TZVPD).

Geometry as ORCA input:
```
! wB97M-V def2-TZVPD RIJCOSX def2/J DEFGRID3
* xyz 0 1
C -0.20525 2.58460 -0.11096
C 0.09023 1.44469 0.09608
C 0.42788 -0.03524 0.10125
Br 2.44965 -0.36649 -0.00653
C -0.25423 -1.15892 0.72387
C -0.30454 -0.95576 -0.72762
H -0.35373 3.55419 0.07668
H -1.22932 -0.94639 1.23509
H 0.32978 -1.97736 1.10677
H 0.27464 -1.67958 -1.38537
H -1.22511 -0.46373 -1.10927
*
```

Output
- M: 144.999 g mol⁻¹
- ΔE to the lowest compared entry with this formula, charge and spin: 1.298 eV